1.
Here is a molecular structure, C43H103N6O6 in a non-equilibrium geometry from the OMol25 dataset. Energies are from wB97M-V/def2-TZVPD.

Geometry (Å):
H -17.457 -11.138 -8.049
H -18.328 -9.882 -7.186
H -17.309 0.317 -9.185
H -23.227 -11.729 -11.376
H -12.307 -2.573 -16.085
C -19.262 -8.930 -16.269
C -16.170 -8.684 -15.905
C -14.487 -9.605 -8.075
H -22.430 -9.576 -12.513
H -16.167 -10.471 -11.854
H -12.172 -1.364 -8.641
C -17.020 -9.265 -8.651
C -15.451 -0.859 -7.558
C -15.376 -1.509 -10.166
C -16.542 -2.665 -16.307
H -16.461 -1.275 -18.004
H -20.182 -9.780 -10.617
H -20.713 -9.470 -12.979
H -18.319 -5.565 -9.494
H -17.073 -2.916 -7.299
H -12.973 -1.509 -14.804
O -15.465 -9.851 -16.246
H -15.493 -7.845 -15.741
C -17.099 -3.814 -9.253
H -15.569 -3.448 -7.954
N -14.221 -3.242 -15.235
H -18.817 -11.137 -18.086
H -14.546 -11.355 -10.075
C -17.195 -1.825 -17.415
H -17.829 -2.436 -18.057
H -15.073 -1.251 -15.729
H -23.954 -5.114 -10.171
H -23.889 -4.090 -11.660
H -20.750 -5.574 -7.612
H -13.813 -2.278 -7.169
H -22.523 -6.240 -13.383
H -12.381 -5.564 -14.847
H -15.463 -0.458 -10.442
C -17.618 -5.200 -8.743
C -14.941 -10.463 -6.913
N -21.162 -11.297 -11.896
H -15.566 0.205 -7.768
O -18.255 -7.094 -13.920
H -14.878 -7.557 -9.709
H -21.075 -7.124 -10.705
H -22.169 -13.035 -10.991
C -20.713 -10.720 -10.468
H -14.984 -4.940 -16.141
H -14.908 -10.223 -15.558
C -20.040 -11.719 -9.499
H -13.483 -4.571 -16.775
H -19.672 -12.768 -12.075
H -20.569 -3.776 -8.669
H -17.688 -9.178 -9.508
H -18.160 -1.202 -9.716
H -15.943 -11.809 -9.172
C -15.567 -11.045 -9.853
C -17.491 -0.740 -8.990
H -15.995 -0.878 -6.614
H -18.138 -5.092 -7.791
C -23.720 -5.079 -11.235
H -24.264 -5.748 -11.902
H -16.340 -4.043 -10.001
H -22.695 -7.627 -11.441
H -20.463 -12.392 -13.616
C -22.151 -6.965 -10.766
H -14.184 -8.612 -7.743
H -13.183 -4.001 -12.800
H -20.789 -5.867 -12.764
N -15.601 -9.608 -9.189
H -21.649 -10.505 -9.953
C -13.862 -1.923 -9.909
C -18.034 -10.507 -17.665
H -17.940 -3.271 -9.685
H -17.977 -0.748 -8.014
H -13.262 -1.967 -10.818
H -19.772 -11.214 -8.571
O -18.460 -8.376 -12.145
H -19.301 -11.185 -12.909
C -21.284 -4.516 -10.591
H -21.802 -10.603 -13.839
H -13.651 -0.599 -6.608
C -14.860 -3.380 -13.822
H -13.891 -2.979 -9.641
H -21.900 -4.571 -13.208
N -16.163 -1.521 -8.773
H -13.074 0.000 -9.122
C -18.150 -7.293 -12.645
H -16.655 -8.820 -14.938
C -21.842 -5.593 -12.831
C -16.495 -2.939 -8.223
N -18.334 -9.024 -17.457
C -21.366 -4.392 -9.087
H -17.710 -10.988 -16.742
H -16.940 -8.271 -8.211
H -17.795 -1.033 -16.966
H -14.921 -11.526 -7.149
H -17.447 -10.869 -11.011
H -20.075 -9.645 -16.400
H -13.553 -10.014 -8.463
H -16.507 -8.307 -18.016
H -15.908 -2.119 -10.896
H -12.224 -3.103 -14.374
C -16.336 -12.586 -11.802
H -16.876 -5.988 -8.612
C -13.992 -4.628 -15.813
C -12.796 -2.539 -15.112
C -13.452 -5.746 -14.932
H -15.323 -12.904 -12.050
O -20.822 -12.812 -9.168
H -19.615 -7.902 -16.195
C -14.080 -5.806 -13.540
H -14.673 -4.445 -11.956
H -16.208 -9.354 -5.807
H -22.593 -7.124 -9.782
C -13.199 -1.030 -8.788
C -14.185 -4.412 -12.930
H -14.497 -2.245 -17.069
C -22.378 -12.294 -11.762
H -16.655 -13.359 -11.103
H -20.273 -13.336 -8.580
H -15.052 -6.263 -13.722
H -18.176 -8.760 -19.502
C -15.129 -8.468 -10.252
C -17.050 -8.282 -17.071
H -18.991 -7.399 -18.716
H -17.466 -7.277 -17.142
H -16.909 -12.625 -12.728
H -18.005 -6.247 -13.543
H -15.894 -3.717 -13.904
C -20.040 -11.960 -12.709
H -13.557 -6.531 -12.917
H -14.862 -2.390 -13.366
C -15.048 -2.265 -16.128
H -22.442 -12.779 -12.735
H -19.895 -8.823 -19.057
O -18.013 -6.257 -12.044
C -16.365 -10.252 -6.405
C -21.570 -10.137 -12.881
H -16.681 -11.033 -5.713
H -14.333 -8.843 -10.895
C -18.908 -8.485 -18.743
H -19.119 -12.218 -9.800
H -13.646 -6.730 -15.359
N -22.286 -5.535 -11.302
H -22.274 -3.914 -8.719
O -21.020 -5.665 -8.529
C -13.968 -1.232 -7.436
H -21.570 -3.560 -11.029
H -14.156 -10.337 -6.166
C -16.414 -11.208 -11.091
H -17.165 -10.575 -18.320
H -17.066 -2.433 -15.380
H -20.242 -4.786 -10.767
H -16.656 -3.712 -16.590
C -17.340 -10.186 -7.531
H -18.580 -9.230 -15.474
H -16.039 -8.147 -10.758

Properties
highest occupied orbital energy (spin up / spin down) = -9.4296 / -16.4536 eV
LUMO level (spin up / spin down) = -0.2603 / -0.2680 hartree
net charge = +4
multiplicity = 2
electronic energy = -67444.4996 eV

=====

2.
Here is a molecular structure, C43H104BaN7O19S in a non-equilibrium geometry from the OMol25 dataset. Energies are from wB97M-V/def2-TZVPD.

Geometry (Å):
H -2.157 -4.771 -3.658
H 2.783 -0.317 3.314
H -1.454 -2.582 -8.097
C 2.611 -3.788 0.982
C -1.398 -3.062 5.437
H 5.175 1.553 5.248
C -3.463 -0.119 -2.910
H 1.742 5.980 -3.239
H -2.756 -0.600 2.433
C 1.347 0.447 -4.589
C 1.735 -6.098 -3.355
H -3.686 -1.031 -2.319
O -3.212 -0.746 -4.244
C 1.200 -3.335 1.377
C -1.601 -3.872 -3.589
C 4.700 2.148 4.414
O -0.484 -0.758 -1.743
H 5.194 -1.993 -5.128
H -5.950 1.797 -1.281
H -7.096 2.161 0.058
C -0.409 -5.173 -7.008
Ba 1.376 -2.349 -2.384
C 4.161 -2.049 -4.779
O 2.014 5.956 -0.513
C 4.837 -3.938 -3.280
H -0.999 -4.955 0.714
H -1.296 -2.047 -5.642
O 0.334 -4.096 -6.495
C -1.352 5.065 -1.795
H -1.364 -1.969 8.614
H 2.165 2.940 -1.202
H -2.671 -2.299 1.716
N -0.524 -2.192 6.226
H -1.727 0.628 -4.559
H -0.650 6.461 2.708
H -1.740 0.469 -6.979
H -1.408 -4.848 -7.383
O 0.797 5.030 3.337
H 3.126 4.559 0.970
C -1.095 -0.984 6.768
O 3.654 1.421 3.775
H 2.402 5.276 5.247
H 2.877 3.630 3.493
O -5.696 3.720 -0.361
H -3.058 -0.722 -7.009
H -2.045 -3.626 6.125
H 3.043 -1.053 0.715
H -3.399 -2.863 9.424
H 3.367 3.118 5.678
H 1.131 -5.886 -2.446
O -0.268 0.773 0.201
C 3.528 -0.653 -4.839
H 0.009 -0.303 4.042
H -0.905 -3.794 -4.413
C 1.948 5.865 3.267
C 3.867 -4.952 -3.915
C -1.948 -1.231 7.960
H 1.545 3.783 1.049
H 0.972 -6.003 -4.137
H 4.287 -5.989 -3.814
H 3.734 -4.716 -4.950
H 3.292 5.220 -3.052
H -1.809 5.721 -1.081
H -0.355 3.782 4.716
H 4.405 -2.160 1.206
H -3.424 3.594 0.807
H 1.166 -2.296 1.737
H 5.777 -4.067 -3.784
H -4.142 -1.252 9.100
C -6.519 4.442 -1.249
H 3.029 2.789 0.857
C 2.550 3.745 0.614
H -6.119 5.432 -1.317
C -0.945 1.718 4.024
H 5.010 -4.141 -2.289
H 4.573 -0.335 3.306
H -0.247 -0.348 7.153
H -0.583 2.466 -1.750
H -2.272 -3.045 -3.642
C 0.839 1.112 5.570
C 0.216 0.748 4.244
C -2.175 -0.371 -6.456
H 1.671 1.072 -3.759
H -3.595 3.594 -1.524
H -4.361 0.548 -2.971
C -6.062 2.350 -0.229
H 3.624 -0.360 4.900
H 2.456 5.749 2.324
H 0.325 0.157 -4.434
H -1.658 3.011 5.542
C -2.143 -1.444 2.267
H -3.420 0.783 1.027
H -0.528 -5.881 -6.225
H -4.909 -2.627 8.320
H 0.732 -3.843 2.218
N 4.277 -2.610 -3.400
O 1.783 0.668 6.189
C 3.777 -1.851 0.358
H 1.328 -2.408 -6.881
C 3.668 0.047 3.879
H 3.596 6.313 4.506
H 1.406 0.933 -5.559
H -0.394 -1.297 -8.296
O 2.177 -0.742 -4.451
H 1.953 4.287 -3.442
C -2.934 2.730 0.378
C -2.597 0.204 -5.109
C 4.139 3.481 4.942
N -1.130 -1.368 -6.332
H -5.619 0.731 1.095
O -3.103 -1.943 7.550
H -5.260 2.271 1.795
H -1.519 -1.088 1.454
C 2.203 5.136 -2.754
H 4.328 -1.390 -0.476
H 4.066 -0.088 -4.079
H -2.916 -3.212 3.913
H -1.893 1.167 4.021
H -3.299 1.017 -5.177
H -0.835 -3.841 4.939
H -2.165 -3.701 -0.808
H -2.885 -1.637 4.691
H 5.468 2.331 3.645
C 0.532 -2.981 -7.299
C -0.646 -2.061 -7.566
H -1.714 -0.371 6.102
C 2.934 5.485 4.321
H -7.538 4.485 -0.863
H -0.296 5.317 -1.922
H 2.480 -4.739 0.500
H 3.358 -3.868 1.843
H 1.619 6.934 3.370
O 0.288 2.300 6.011
H 3.659 -2.761 -5.486
H 0.854 -3.374 -8.274
H -2.025 2.503 0.841
H 2.304 -7.043 -3.325
N 2.361 3.854 -0.787
C -0.732 2.830 5.067
C -5.162 1.711 0.852
N 0.276 -3.269 0.213
H 4.896 4.090 5.476
C -2.225 -2.441 4.332
C -2.680 3.064 -1.095
S 0.169 0.425 -1.116
H -2.250 -0.331 8.490
N 3.612 4.249 3.850
O -0.195 1.560 -2.108
C -3.917 -2.237 8.706
H -1.088 4.763 2.506
H 4.878 -1.924 -2.905
O -0.805 -3.898 -2.394
H -2.628 2.092 -1.559
O -1.392 -1.977 3.320
H 0.261 -1.905 5.661
O 1.525 0.131 -1.319
O 2.600 -4.965 -3.303
H -0.335 -2.472 0.256
H -2.602 0.466 -2.601
H 0.368 -5.286 -0.370
C 2.115 5.036 -1.291
H -6.446 4.022 -2.258
C -0.429 -4.534 -0.105
O -1.416 3.621 -1.399
H 0.068 5.599 1.442
H 0.151 -5.555 -7.881
H 3.694 -0.239 -5.879
O 3.086 -2.968 -0.078
H -2.053 -5.284 -1.436
H 0.971 0.945 3.470
H -0.937 2.189 3.063
C -0.251 5.475 2.462
H -1.932 5.190 -2.720
N -3.805 1.502 0.414
C -1.432 -4.374 -1.234

Properties
highest occupied orbital energy = -10.0654 eV
LUMO level = -0.0665 hartree
net charge = +1
electronic energy = -107129.8556 eV